Here is the molecule C6H6S2 at a distorted geometry from the Open Molecules 2025 dataset. Energies are from ωB97M-V/def2-TZVPD.

Atoms and positions in Å:
C (-0.759, 2.932, -1.757)
C (-0.601, 1.773, -1.509)
C (-0.322, 0.357, -1.264)
S (-1.543, -0.514, -0.055)
C (-0.236, -1.399, 0.651)
C (0.639, -1.450, 1.894)
C (0.827, -0.369, 0.888)
S (1.422, 0.031, -0.765)
H (-1.072, 3.903, -1.896)
H (-0.497, -0.132, -2.222)
H (0.082, -2.230, 0.003)
H (0.326, -1.159, 2.859)
H (1.346, -2.264, 1.825)
H (0.388, 0.520, 1.349)

Atomic forces in eV per Å
-0.14 -1.05 0.32
0.26 -0.74 0.56
-0.67 0.07 -0.56
-0.60 0.87 -0.46
0.54 -1.10 0.19
0.82 -0.59 -1.23
-0.15 0.81 -0.02
0.30 -0.08 0.62
-0.19 1.46 -0.32
0.22 -0.20 0.01
-0.03 0.59 0.21
-0.17 0.38 0.83
-0.31 -0.39 0.34
0.11 -0.01 -0.48

Values from the calculation:
Gap between HOMO and LUMO (eV): 9.39
LUMO (eV): 0.7
Energy relative to the best compared isomer or geometry (same formula, charge and spin) (kJ/mol): 338.5
SMILES string: C#CC1S[C@@H]2C[C@H]2S1
HOMO level (Eh): -0.320